(1)
ORCA calculation (ωB97M-V/def2-TZVPD) on a molecular structure, C3H4NO4S at a distorted geometry.

```
! RIJCOSX wB97M-V def2-TZVPD def2/J DEFGRID3
* xyz -1 1
C -3.305 1.643 -0.496
C -0.511 -1.048 -0.311
C -0.160 -0.377 0.983
N 0.223 -1.384 -1.267
O -3.351 2.234 0.493
O -3.088 1.546 -1.638
O -3.180 -2.287 1.235
O -3.694 -0.084 0.194
S -3.116 -1.495 -0.024
H -0.941 0.371 1.223
H 0.918 0.059 0.843
H -0.054 -1.140 1.634
H 1.228 -1.698 -1.171
*
```

Frontier orbital gap (spin up / spin down) = 6.455 / 7.059 eV
Calculated total energy = -23690.1378 eV
E_LUMO (spin up / spin down) = 3.568 / 3.704 eV

***

(2)
ORCA calculation (ωB97M-V/def2-TZVPD) on a gas-phase ion, C3H4NO5S (charge -1) at a distorted geometry.

```
! RIJCOSX wB97M-V def2-TZVPD def2/J DEFGRID3
* xyz -1 1
C -0.925 -0.339 -0.045
C 0.296 -0.688 0.239
C 1.481 0.170 -0.220
N 2.587 -0.428 -0.664
O 3.302 0.149 -1.462
O 2.856 -1.488 -0.280
S 2.040 1.094 1.419
O 3.313 1.642 1.050
O 1.012 2.111 1.483
O 1.908 0.093 2.479
H -1.844 -1.000 0.190
H -1.152 0.354 -0.764
H 0.392 -1.679 0.577
H 1.185 0.959 -0.898
*
```

Frontier orbital gap = 9.460 eV
Calculated total energy = -25736.2178 eV
E_LUMO = 3.756 eV

***

(3)
ORCA calculation (ωB97M-V/def2-TZVPD) on a gas-phase ion, C3H4NS (charge +1) at a distorted geometry.

```
! RIJCOSX wB97M-V def2-TZVPD def2/J DEFGRID3
* xyz 1 1
C -0.859 0.282 0.966
C 0.367 0.734 1.318
C 0.736 -0.441 -0.645
N -0.586 -0.100 -0.243
S 1.763 0.192 0.803
H -1.965 0.360 1.296
H 0.861 -1.443 -1.129
H 0.977 0.471 -1.397
H -1.296 -0.055 -0.968
*
```

Frontier orbital gap (spin up / spin down) = 7.322 / 7.599 eV
Calculated total energy = -15489.2938 eV
E_LUMO (spin up / spin down) = -6.466 / -6.579 eV

***

(4)
ORCA calculation (ωB97M-V/def2-TZVPD) on a molecular structure, C3H4NaO2 at a distorted geometry.

```
! RIJCOSX wB97M-V def2-TZVPD def2/J DEFGRID3
* xyz -1 1
C 0.388 -2.006 0.338
C 0.276 -1.138 -0.657
O -0.191 0.197 -0.309
C -0.359 1.090 -1.231
O -0.625 2.226 -0.606
H 0.593 -3.006 -0.081
H 0.392 -1.205 -1.747
H -0.702 2.924 -1.267
Na -0.172 -0.291 2.070
H 0.399 1.209 3.492
*
```

Frontier orbital gap = 5.407 eV
Calculated total energy = -11683.5813 eV
E_LUMO = 2.590 eV

***

(5)
ORCA calculation (ωB97M-V/def2-TZVPD) on a molecular structure, C3H4NaO4 at a distorted geometry.

```
! RIJCOSX wB97M-V def2-TZVPD def2/J DEFGRID3
* xyz 1 1
H 0.902 -0.136 1.055
H 1.447 0.879 -1.657
C 1.400 0.258 -0.747
C 0.154 0.014 0.051
O -0.551 -1.119 -0.314
C -1.884 -1.093 -0.142
O -2.447 -0.864 0.894
O -2.439 -1.348 -1.309
Na 4.462 0.949 1.377
O 2.365 0.206 0.066
H -0.210 0.822 -0.817
H -3.384 -1.519 -1.197
*
```

Frontier orbital gap = 8.764 eV
Calculated total energy = -15772.9723 eV
E_LUMO = -4.877 eV

***

(6)
ORCA calculation (ωB97M-V/def2-TZVPD) on a molecular structure, C3H4NaO4Tl at a distorted geometry.

```
! RIJCOSX wB97M-V def2-TZVPD def2/J DEFGRID3
* xyz 0 1
H 3.264 3.654 1.386
O 3.842 0.424 -0.027
C 4.528 1.318 -0.494
C 5.577 1.056 -1.567
O 6.816 0.742 -0.951
C 7.075 -0.559 -0.520
O 6.161 -1.401 -0.621
O 8.223 -0.690 -0.084
Na 9.041 1.481 -0.230
Tl 4.079 -1.776 -0.224
H 4.308 2.377 -0.262
H 5.743 1.964 -2.157
H 5.248 0.242 -2.227
*
```

Frontier orbital gap (spin up / spin down) = 6.759 / 3.381 eV
Calculated total energy = -20472.2307 eV
E_LUMO (spin up / spin down) = -1.297 / -1.181 eV

***

(7)
ORCA calculation (ωB97M-V/def2-TZVPD) on a molecular structure, C3H4NdO3 at a distorted geometry.

```
! RIJCOSX wB97M-V def2-TZVPD def2/J DEFGRID3
* xyz 0 5
H -1.430 1.797 3.421
Nd -2.005 0.233 2.042
O 2.214 0.157 -0.572
C 1.361 -0.440 -1.406
C 1.485 0.523 0.635
O 1.706 -1.001 -2.423
O 0.118 -0.363 -0.968
C 0.044 0.586 0.178
H 1.872 1.479 1.004
H 1.699 -0.266 1.373
H -0.113 1.569 -0.305
*
```

Frontier orbital gap (spin up / spin down) = 6.047 / 6.827 eV
Calculated total energy = -24590.1414 eV
E_LUMO (spin up / spin down) = -1.286 / -1.332 eV

***

(8)
ORCA calculation (ωB97M-V/def2-TZVPD) on a molecular structure, C3H4NiO2 at a distorted geometry.

```
! RIJCOSX wB97M-V def2-TZVPD def2/J DEFGRID3
* xyz 1 4
H -2.463 2.257 -1.674
O -0.748 -0.667 -0.480
O 0.169 0.514 1.045
C 0.585 -1.034 -0.544
C 1.235 -0.392 0.623
C -0.904 0.334 0.350
H 0.816 -1.951 -1.075
H 1.466 -1.068 1.461
H 2.123 0.212 0.389
Ni -2.280 1.794 -0.095
*
```

Frontier orbital gap (spin up / spin down) = 8.459 / 9.247 eV
Calculated total energy = -48301.2965 eV
E_LUMO (spin up / spin down) = -4.655 / -6.501 eV

***

(9)
ORCA calculation (ωB97M-V/def2-TZVPD) on a single C3H4O molecule at a distorted geometry.

```
! RIJCOSX wB97M-V def2-TZVPD def2/J DEFGRID3
* xyz 0 1
C 0.760 -0.224 1.034
C -1.674 -0.068 -0.741
C 0.703 -0.034 -0.281
O -0.496 0.385 -1.000
H -0.103 -0.282 1.642
H 1.727 -0.377 1.439
H -2.547 0.596 -1.292
H 1.628 0.004 -0.802
*
```

Frontier orbital gap = 8.887 eV
Calculated total energy = -5218.6521 eV
E_LUMO = 0.557 eV

***

(10)
ORCA calculation (ωB97M-V/def2-TZVPD) on a single C3H4O2 molecule at a distorted geometry.

```
! RIJCOSX wB97M-V def2-TZVPD def2/J DEFGRID3
* xyz 0 1
C -0.099 -2.095 -0.061
C 0.522 -0.839 -0.243
C 0.179 0.520 -0.073
O -1.015 0.932 0.439
O 1.041 1.439 -0.309
H -0.974 -1.724 0.631
H 1.377 -0.920 -0.858
H -1.732 0.330 0.709
H 0.699 2.356 -0.236
*
```

Frontier orbital gap = 8.174 eV
Calculated total energy = -7266.4110 eV
E_LUMO = -0.106 eV

***

(11)
ORCA calculation (ωB97M-V/def2-TZVPD) on a single C3H4O2 molecule at a distorted geometry.

```
! RIJCOSX wB97M-V def2-TZVPD def2/J DEFGRID3
* xyz 0 1
C -1.501 0.353 -0.208
C -0.261 0.368 0.248
C 0.935 -0.413 -0.475
O 0.947 -1.030 -1.494
O 1.984 -0.453 0.162
H -2.183 0.745 0.503
H -1.931 -0.330 -1.004
H 0.026 1.083 0.974
H 1.984 -0.324 1.293
*
```

Frontier orbital gap = 10.398 eV
Calculated total energy = -7268.6775 eV
E_LUMO = 0.212 eV

***

(12)
ORCA calculation (ωB97M-V/def2-TZVPD) on a single C3H4O2 molecule at a distorted geometry.

```
! RIJCOSX wB97M-V def2-TZVPD def2/J DEFGRID3
* xyz 0 1
C 1.018 -0.719 -0.031
C -0.019 0.128 0.122
O 0.313 1.281 0.748
C -1.409 -0.034 -0.386
O -1.879 -1.116 -0.647
H 1.973 -0.247 -0.259
H 0.944 -1.785 -0.117
H 1.137 0.872 1.114
H -1.968 0.910 -0.581
*
```

Frontier orbital gap = 9.145 eV
Calculated total energy = -7268.5986 eV
E_LUMO = -0.209 eV

***

(13)
ORCA calculation (ωB97M-V/def2-TZVPD) on a single C3H4O2 molecule at a distorted geometry.

```
! RIJCOSX wB97M-V def2-TZVPD def2/J DEFGRID3
* xyz 0 1
C -1.184 0.687 -0.366
C 0.034 -0.481 -0.069
O 0.277 -1.222 1.104
C 1.349 -0.477 0.424
O 1.120 -1.098 -0.891
H -1.018 1.368 0.552
H -1.946 0.041 -0.376
H -0.778 1.075 -1.340
H 2.146 0.108 0.961
*
```

Frontier orbital gap = 10.084 eV
Calculated total energy = -7265.4011 eV
E_LUMO = 0.905 eV

***

(14)
ORCA calculation (ωB97M-V/def2-TZVPD) on a molecular structure, C3H4O2 at a distorted geometry.

```
! RIJCOSX wB97M-V def2-TZVPD def2/J DEFGRID3
* xyz 0 1
C -0.012 0.566 0.482
C 0.933 0.747 -0.436
C -0.144 -0.889 0.145
O 0.937 -0.717 -0.879
O -1.299 -1.350 -0.412
H -0.397 1.260 1.121
H 1.669 1.342 -0.838
H 0.149 -1.491 0.943
H -1.405 -0.772 -1.253
*
```

Frontier orbital gap = 10.425 eV
Calculated total energy = -7268.0331 eV
E_LUMO = 0.978 eV

***

(15)
ORCA calculation (ωB97M-V/def2-TZVPD) on a single C3H4O2 molecule at a distorted geometry.

```
! RIJCOSX wB97M-V def2-TZVPD def2/J DEFGRID3
* xyz 0 1
C 1.604 0.415 0.448
C 0.779 -0.633 0.575
C -1.298 -0.133 -0.242
O 1.881 0.353 -0.813
O -0.360 -1.128 0.228
H 2.066 0.974 1.116
H -2.217 -0.159 0.299
H -1.762 -0.476 -1.263
H -0.694 0.787 -0.347
*
```

Frontier orbital gap = 8.730 eV
Calculated total energy = -7265.6612 eV
E_LUMO = 0.280 eV

***

(16)
ORCA calculation (ωB97M-V/def2-TZVPD) on a single C3H4O2 molecule at a distorted geometry.

```
! RIJCOSX wB97M-V def2-TZVPD def2/J DEFGRID3
* xyz 0 1
O 2.213 0.796 0.255
C 1.285 0.024 0.297
C -0.106 0.457 0.503
C -0.970 -0.327 -0.557
O -1.203 -0.351 0.811
H 1.348 -1.028 -0.025
H -0.234 1.471 0.910
H -1.443 0.322 -1.277
H -0.890 -1.364 -0.918
*
```

Frontier orbital gap = 10.905 eV
Calculated total energy = -7267.9310 eV
E_LUMO = 0.889 eV

***

(17)
ORCA calculation (ωB97M-V/def2-TZVPD) on a single C3H4O2 molecule at a distorted geometry.

```
! RIJCOSX wB97M-V def2-TZVPD def2/J DEFGRID3
* xyz 0 1
C 1.266 0.475 0.063
O -0.031 1.063 0.003
C -1.006 0.175 -0.032
C -1.317 -1.102 0.249
O -2.293 0.235 -0.124
H 1.919 1.281 -0.167
H 1.494 -0.236 -0.647
H 1.338 0.078 1.013
H -1.369 -1.968 -0.358
*
```

Frontier orbital gap = 9.208 eV
Calculated total energy = -7266.0762 eV
E_LUMO = 0.797 eV

***

(18)
ORCA calculation (ωB97M-V/def2-TZVPD) on a molecular structure, C3H4O2 at a distorted geometry.

```
! RIJCOSX wB97M-V def2-TZVPD def2/J DEFGRID3
* xyz 0 1
C -0.572 -0.286 0.199
C 0.732 -0.233 -0.109
C -1.455 0.818 0.041
O -2.626 0.741 0.372
O 1.649 -1.207 0.092
H -0.772 -1.372 0.416
H 1.335 0.756 -0.803
H -0.829 1.648 -0.407
H 2.538 -0.865 0.198
*
```

Frontier orbital gap = 10.196 eV
Calculated total energy = -7268.3880 eV
E_LUMO = 0.391 eV

***

(19)
ORCA calculation (ωB97M-V/def2-TZVPD) on a molecular structure, C3H4O2 at a distorted geometry.

```
! RIJCOSX wB97M-V def2-TZVPD def2/J DEFGRID3
* xyz 0 1
O -1.924 0.002 -1.204
C -1.056 0.074 -0.392
C 0.214 -0.705 -0.253
C 0.633 0.503 0.620
O -0.670 1.125 0.390
H 0.340 -0.749 -1.341
H 0.274 -1.703 0.186
H 1.442 1.166 0.304
H 0.746 0.287 1.690
*
```

Frontier orbital gap = 11.434 eV
Calculated total energy = -7269.6960 eV
E_LUMO = 0.876 eV

***

(20)
ORCA calculation (ωB97M-V/def2-TZVPD) on a single C3H4O2 molecule at a distorted geometry.

```
! RIJCOSX wB97M-V def2-TZVPD def2/J DEFGRID3
* xyz 0 1
O 2.394 0.095 -0.158
C 1.296 0.270 0.251
C 0.079 0.130 -0.519
C -1.121 -0.370 0.128
O -0.983 0.961 -0.055
H 1.192 0.658 1.290
H 0.104 -0.048 -1.581
H -1.872 -0.854 -0.543
H -1.087 -0.841 1.187
*
```

Frontier orbital gap = 11.066 eV
Calculated total energy = -7268.6608 eV
E_LUMO = 0.810 eV